[1]
DFT (ωB97M-V/def2-TZVPD) results for a structure of composition C18H26CoN3O4SSi.

The orbital gap (alpha / beta) is 6.0270 / 6.0199 eV. Its spin multiplicity is 2. The expectation value of S² is 0.759. Its net charge is +1. Its relative energy (zero: lowest compared OMol25 entry of this formula, charge and spin) is 0.061 eV.

XYZ file:
```
54
C18H26CoN3O4SSi (ωB97M-V/def2-TZVPD)
H -1.955 2.540 4.250
H 3.617 3.124 2.306
H -3.303 1.190 -0.769
O -0.760 1.961 -3.765
H -4.108 -1.779 -4.162
H 2.910 1.090 -0.745
H -2.415 -4.155 0.842
H -4.515 1.330 0.507
H -1.459 1.736 -4.389
H 2.656 -0.078 3.913
H 4.238 1.851 0.113
H 3.297 -1.170 2.691
Co -0.065 -0.244 -0.234
C 2.588 2.761 2.375
C -1.606 -0.066 -2.681
C -0.461 1.648 3.032
H 4.186 0.102 0.011
C -2.785 1.814 2.403
N -1.415 -0.821 -1.598
H 1.845 -0.710 -3.252
C 2.465 -1.180 -2.492
C -2.159 -1.909 -1.419
H 3.105 -3.214 -0.359
H 2.294 2.836 3.422
C 3.257 -0.125 3.001
H -3.723 -3.186 -2.130
C -2.507 1.158 1.226
O -2.645 -3.718 0.006
S 1.376 -1.797 -1.199
H 3.254 -1.549 0.275
O 0.146 1.294 -1.878
N -1.251 0.778 0.945
N 0.919 0.538 1.258
C -3.142 -2.295 -2.317
C -0.218 1.014 1.795
H -2.730 0.229 -4.504
H -3.769 -0.230 0.181
C -3.350 -1.513 -3.438
H 4.273 0.183 3.263
C -1.742 2.046 3.311
C 3.564 0.992 0.124
H 2.997 -2.020 -2.933
C -0.674 1.121 -2.743
H 1.999 -2.633 0.912
C -2.570 -0.382 -3.626
H 1.960 3.440 1.794
H 3.165 -0.450 -2.097
H 0.342 1.799 3.737
C 2.566 -2.351 0.026
C -3.582 0.845 0.229
C -1.855 -2.666 -0.158
Si 2.539 1.012 1.701
H -3.794 2.132 2.621
O -0.999 -2.322 0.618
```

These are the Mulliken partial charges, in e, on atoms 1 to 6: atom 1 (H): 0.421, atom 2 (H): 0.435, atom 3 (H): 0.143, atom 4 (O): -0.472, atom 5 (H): 0.463, atom 6 (H): 0.041



[2]
DFT (ωB97M-V/def2-TZVPD) results for a cluster of 6 separate species, C18H26F5O15 in total.

The orbital gap is 9.8187 eV. Its spin multiplicity is 1. Its net charge is -1. Its relative energy (zero: lowest compared OMol25 entry of this formula, charge and spin) is 0.000 eV.

XYZ file:
```
64
C18H26F5O15 (ωB97M-V/def2-TZVPD)
C -3.810 4.523 2.128
C -4.952 3.865 2.804
F 2.758 -4.521 -3.958
H -5.389 1.514 4.772
O 0.167 3.680 -2.761
H -0.677 -0.131 -2.212
O 3.882 -4.601 -1.882
H -1.582 2.927 -0.745
O -2.380 -3.937 -1.283
H -0.073 -3.053 0.823
O 5.193 -0.484 1.417
C -5.658 2.429 4.365
O -4.280 -3.541 -0.234
H 4.064 -2.678 -4.069
O 5.524 -4.040 -0.508
C -0.978 -4.199 -0.911
C 3.647 -2.533 -2.900
O -0.866 1.684 -2.927
O 1.339 1.932 -3.083
H -0.568 -3.337 -1.462
H -5.651 3.819 1.981
H -0.089 3.658 -0.171
H -3.196 4.990 2.867
O -3.116 3.716 1.416
F 1.114 -1.687 -0.896
C 3.930 -0.212 0.851
F 3.440 0.990 1.182
H -4.000 5.436 1.454
H 2.078 -3.848 -2.181
C 0.260 1.365 0.535
C -0.443 0.453 -3.040
C 5.056 -1.305 2.452
H -0.558 -4.710 1.075
C -3.044 -3.661 -0.204
H 2.961 -1.773 -2.672
C 2.923 -3.884 -2.739
H -6.607 2.266 3.950
F -0.599 -5.453 -1.265
C -1.943 4.242 0.825
C 4.821 -3.720 -1.353
O 3.896 -1.767 2.559
H 2.147 -0.885 1.911
H 1.420 1.703 0.764
H -5.454 4.601 3.324
H 2.985 -2.237 1.027
O -2.219 -3.509 0.845
C -0.857 -3.831 0.592
C 1.123 0.411 -3.256
C 3.059 -1.256 1.512
H -1.382 4.840 1.628
H 0.298 1.219 -0.649
O -4.681 2.618 3.483
O 5.997 -1.549 3.261
F 1.534 0.072 -4.455
C -1.083 3.267 0.102
H -2.361 5.240 0.278
O -0.678 2.190 1.094
H 0.111 0.212 0.770
H -1.054 -0.001 -3.901
C 0.239 2.522 -2.964
H -5.769 3.003 5.214
H 3.642 -0.416 -0.140
H 1.696 -0.045 -2.501
O 4.692 -2.580 -1.937
```

These are the Mulliken partial charges, in e, on atoms 1 to 6: atom 1 (C): -0.490, atom 2 (C): -0.809, atom 3 (F): -0.304, atom 4 (H): 0.359, atom 5 (O): -0.574, atom 6 (H): 0.508



[3]
DFT (ωB97M-V/def2-TZVPD) results for a structure of composition C18H26F6K2N3O27S6.

The orbital gap is 5.6254 eV. Its spin multiplicity is 1. Its net charge is -1.

XYZ file:
```
88
C18H26F6K2N3O27S6 (ωB97M-V/def2-TZVPD)
N 0.442 0.819 0.152
O -0.907 -1.053 3.483
C 1.142 0.650 -5.821
C 0.615 0.069 -4.552
O -1.180 -1.142 0.007
H 0.691 0.339 -6.764
H -3.681 -3.417 -2.425
H -4.263 -1.454 1.251
C -2.310 1.585 2.632
C -1.497 2.319 4.614
H -2.647 -1.679 0.697
O -1.944 0.031 5.293
S 0.382 0.658 -1.604
H -4.774 1.604 5.578
O 5.258 3.539 2.662
H -3.829 -4.045 -0.767
C -3.626 -1.321 0.377
F 2.102 -3.477 -2.854
C -3.043 2.270 4.622
O -1.203 1.744 3.327
O -2.421 1.620 1.454
H 1.509 -0.179 -3.982
C -1.864 -0.848 4.404
H -1.066 1.644 5.355
O -0.615 1.453 -2.359
F 2.515 1.711 -0.137
S 3.877 3.116 2.926
S 0.491 -3.445 0.524
C 0.026 2.280 -4.660
S 3.650 1.864 0.954
K 0.844 2.480 1.343
H 5.237 -1.547 -2.572
C -4.229 -2.016 -0.855
S -0.960 0.289 0.273
O 2.167 -1.769 -1.243
H 5.512 1.567 -4.374
H 2.223 0.535 -5.906
O 0.631 -2.137 1.137
O 4.787 2.219 0.124
C 2.821 2.065 -3.366
O -0.350 3.337 -4.259
H -1.140 3.334 4.786
H -3.293 -2.794 2.440
H -2.408 -3.027 -1.162
O 0.754 -0.706 -2.069
O -0.024 -2.686 -2.176
S 1.302 -2.912 -1.574
C -2.508 -2.646 3.182
O 3.646 1.884 -4.517
K 2.149 -0.565 0.618
F -0.879 0.233 1.861
C 4.669 0.887 -4.251
C -3.459 -3.221 -1.376
C 4.299 -1.003 -2.458
H -3.296 0.635 5.882
H 4.551 0.069 -4.962
H 3.578 -1.338 -3.203
O -0.192 1.087 -4.019
O -3.667 1.346 -1.636
H -3.440 3.275 4.487
O 3.168 1.127 -2.458
O -3.335 1.578 3.438
H 0.001 -0.814 -4.730
C -3.699 0.239 -1.167
N 1.515 -4.110 -0.666
O 3.545 0.477 1.481
C -1.193 -2.186 2.704
C -3.700 1.640 5.759
O 0.903 2.046 -5.712
O -3.658 0.023 0.109
O 3.677 2.102 3.958
O 1.789 2.839 -3.379
H -3.518 2.315 6.595
N 2.857 3.081 1.845
H -2.307 -3.563 3.737
O -2.046 1.302 0.109
H 3.932 -1.303 -1.476
C 4.416 0.518 -2.789
O -3.955 -0.974 -1.805
F 1.047 -4.313 1.755
H -5.280 -2.242 -0.677
H 5.223 0.826 -2.123
F 1.758 1.512 -1.788
F 3.283 4.385 3.677
H -1.276 -1.914 1.652
O -0.863 -4.002 0.473
H -0.518 -3.040 2.763
O -2.920 -1.684 4.172
```

These are the Mulliken partial charges, in e, on atoms 1 to 6: atom 1 (N): 0.480, atom 2 (O): -0.203, atom 3 (C): -0.599, atom 4 (C): 0.833, atom 5 (O): -0.920, atom 6 (H): 0.223



[4]
DFT (ωB97M-V/def2-TZVPD) results for the molecule C18H26N2O.

The orbital gap is 9.0267 eV. Its SMILES is CCCCc1ccc(/C(C)=N/NC(=O)C2CCCC2)cc1. Its spin multiplicity is 1. Its net charge is 0. Its relative energy (zero: lowest compared OMol25 entry of this formula, charge and spin) is 0.581 eV.

XYZ file:
```
47
C18H26N2O (ωB97M-V/def2-TZVPD)
H -4.182 1.093 1.059
C -4.085 -0.538 2.239
C -1.986 0.958 -0.221
H -0.420 -3.032 3.566
C 4.029 1.125 -2.599
C 1.574 -0.175 -0.530
C 4.327 1.796 -1.261
C 0.330 0.106 -0.005
H -1.540 -0.479 2.888
H 3.773 -0.855 -1.786
H 6.078 2.871 -1.931
C 5.129 3.079 -1.442
C -1.898 -1.448 3.230
H 1.066 0.857 -3.696
C -0.380 0.945 -2.133
H 4.578 3.789 -2.055
C 1.863 0.096 -1.863
C 0.865 0.653 -2.654
H 4.888 1.105 -0.628
C -2.981 -2.703 1.458
H -3.859 -3.271 1.153
C -0.966 -2.573 2.743
H -1.960 -1.418 4.318
N -3.568 0.315 1.303
H 5.333 3.542 -0.480
H 0.113 -0.098 1.032
C -3.282 -1.755 2.624
H -1.342 -4.137 1.259
H 3.470 1.818 -3.232
O -5.177 -0.286 2.708
H -3.628 1.776 -1.342
C -1.871 -3.578 2.029
H -2.290 -4.287 2.745
H -3.174 2.718 0.083
C -2.784 2.125 -0.745
H -2.162 2.770 -1.357
H -0.239 -2.176 2.035
H 4.970 0.896 -3.105
H 3.386 2.023 -0.754
H 3.119 -0.644 -3.416
H 2.336 -0.609 0.102
C 3.224 -0.171 -2.436
N -2.374 0.170 0.707
H -2.603 -2.137 0.607
C -0.667 0.676 -0.795
H -1.140 1.356 -2.781
H -3.890 -2.289 3.362
```

These are the Mulliken partial charges, in e, on atoms 1 to 6: atom 1 (H): 0.242, atom 2 (C): -0.099, atom 3 (C): 0.770, atom 4 (H): 0.389, atom 5 (C): -0.605, atom 6 (C): -0.680



[5]
DFT (ωB97M-V/def2-TZVPD) results for a structure of composition C18H26N2O.

The orbital gap is 8.6202 eV. Its spin multiplicity is 1. Its net charge is 0. Its relative energy (zero: lowest compared OMol25 entry of this formula, charge and spin) is 16.974 eV.

XYZ file:
```
47
C18H26N2O (ωB97M-V/def2-TZVPD)
H -0.701 1.822 -2.447
H -6.006 -0.493 -0.514
H 1.287 2.462 -1.866
C 5.502 0.220 0.286
H -0.040 -1.540 -1.442
H -0.945 1.125 1.042
C 2.222 1.526 0.106
C -2.049 0.505 -1.721
H -2.701 -2.082 -1.429
O -2.343 -2.850 -1.586
C -0.500 0.590 0.388
H 5.455 -0.454 4.092
H -1.681 -0.252 -2.431
H 7.496 -0.782 2.739
C -3.946 1.599 0.262
C -1.240 -0.764 0.113
H -1.662 2.312 -1.068
H 3.377 0.213 3.044
H 0.484 0.162 1.181
C 6.561 -0.149 0.995
C -1.089 1.514 -1.732
H -5.076 1.629 0.697
C -3.759 0.135 -0.264
H -2.898 0.669 -2.148
C -0.534 -1.665 -0.502
C 4.257 0.527 1.040
C 3.256 0.907 0.233
H 0.578 2.950 0.172
C -1.332 -3.064 -0.424
H -3.723 -0.540 0.897
C 1.007 1.991 -0.633
C 6.639 -0.450 2.415
N -2.458 -0.281 -0.655
H -1.716 -0.975 1.068
N 0.071 1.046 -0.934
C 5.425 -0.448 3.005
H -4.949 -1.593 -1.235
H -1.965 -3.461 0.300
C -4.993 -0.531 -0.905
H -0.710 -3.988 -0.679
C 4.299 0.426 2.410
H -4.107 2.160 -0.661
H -3.065 1.768 0.844
H 5.565 0.596 -0.840
H 7.479 -0.401 0.375
H -5.015 0.035 -1.957
H 0.244 -2.130 0.371
```

These are the Mulliken partial charges, in e, on atoms 1 to 6: atom 1 (H): 1.488, atom 2 (H): 0.410, atom 3 (H): 0.203, atom 4 (C): -0.676, atom 5 (H): 0.345, atom 6 (H): 0.687



[6]
DFT (ωB97M-V/def2-TZVPD) results for a structure of composition C18H26N2O5S2.

The orbital gap is 7.8533 eV. Its spin multiplicity is 1. Its net charge is 0. Its relative energy (zero: lowest compared OMol25 entry of this formula, charge and spin) is 16.204 eV.

XYZ file:
```
53
C18H26N2O5S2 (ωB97M-V/def2-TZVPD)
C 1.242 2.767 -1.673
H 0.657 2.543 -0.887
H -4.571 -0.136 -1.122
O 3.885 -3.357 0.372
H 0.644 0.265 -0.033
N 2.630 -1.437 0.416
O -1.293 1.323 -0.544
C 1.483 -2.013 -0.068
C -1.161 -2.531 -0.877
N -3.199 -0.604 0.121
O 2.432 1.356 0.375
S -2.062 0.111 -0.762
C 3.058 2.198 -0.425
H -1.778 -0.523 1.637
C -4.466 1.563 1.814
H -3.307 -2.852 -0.705
H 2.029 -4.086 -0.215
O 2.593 2.812 -1.603
C -0.852 -1.260 -0.809
C 5.237 1.588 0.438
H 5.918 -1.863 0.967
H -2.341 -4.031 -1.882
C 5.041 -1.451 0.790
H 4.699 -0.673 1.885
H -2.886 -2.398 -2.192
H -2.330 2.018 1.547
C -4.509 0.198 -0.233
H -3.493 -1.100 2.070
H -5.201 0.992 2.566
C 3.838 -2.046 0.571
C -4.862 1.441 0.359
H -2.891 1.129 3.103
H 6.249 2.075 0.784
C 0.333 -0.795 -0.132
C 1.102 -3.237 -0.300
H -0.266 -4.674 -0.970
C -2.595 -3.002 -1.432
S 5.283 0.069 -0.493
C -2.887 -0.295 1.392
O -2.551 0.195 -2.504
C 4.562 2.637 -0.428
H 1.250 1.899 -2.429
H -5.827 1.813 0.038
H -5.395 -0.566 0.530
C -3.057 1.267 1.979
H 4.841 3.653 0.083
H 2.795 -0.299 0.255
C -0.026 -3.420 -0.874
H -4.616 2.641 1.897
H -4.220 2.256 -0.213
H 1.001 3.757 -2.285
H 4.777 1.338 1.445
H 5.063 2.745 -1.344
```

These are the Mulliken partial charges, in e, on atoms 1 to 6: atom 1 (C): -0.477, atom 2 (H): 0.225, atom 3 (H): 1.172, atom 4 (O): -0.713, atom 5 (H): 0.372, atom 6 (N): 0.081



[7]
DFT (ωB97M-V/def2-TZVPD) results for the molecule C18H26N4O2S.

The orbital gap is 9.0160 eV. Its SMILES is COCCn1c(SCC(=O)Nc2cc(C)cc(C)c2)nnc1C(C)C. Its spin multiplicity is 1. Its net charge is 0. Its relative energy (zero: lowest compared OMol25 entry of this formula, charge and spin) is 1.928 eV.

XYZ file:
```
51
C18H26N4O2S (ωB97M-V/def2-TZVPD)
H -3.330 -2.267 -2.827
H -3.580 -2.840 2.892
H 1.820 2.621 1.830
C -2.289 0.860 -1.267
C -1.459 -1.901 -1.814
H 1.780 -3.123 2.075
H -0.663 2.591 1.864
C 2.657 -2.983 1.447
N -1.972 1.250 0.005
C 1.270 2.144 1.022
H -2.362 -0.955 -3.584
H 1.224 1.074 1.213
C -2.556 0.739 1.212
H -1.054 4.681 0.584
H 2.924 -3.954 1.029
C -2.642 -1.443 -2.652
H 3.483 -2.638 2.063
H 1.802 2.301 0.089
O -1.582 -2.750 -0.955
C 0.885 -1.211 -1.374
H -0.839 -0.036 2.303
O -2.407 -1.222 2.685
H 4.223 -0.968 0.518
H 0.517 4.751 1.390
H -0.385 -0.478 -2.780
C -3.273 -2.169 2.092
H 0.420 4.399 -0.344
C -0.882 2.059 -0.171
C 2.367 -2.014 0.342
H -3.557 0.375 0.969
H 4.840 0.433 -2.001
H 3.584 1.672 -2.035
C -1.709 -0.430 1.768
C 1.163 -2.101 -0.347
C 3.285 -1.039 -0.015
N -0.590 2.136 -1.441
N -0.322 -1.220 -2.091
C 1.816 -0.235 -1.721
H 4.475 1.343 -0.539
C -0.134 2.746 0.918
S -3.589 -0.250 -1.632
C 3.022 -0.145 -1.047
C 4.035 0.892 -1.426
H -4.163 -1.697 1.661
H 1.582 0.467 -2.508
H -1.354 -1.043 0.928
N -1.466 1.391 -2.129
H -2.758 -2.735 1.309
H 0.447 -2.861 -0.081
H -2.646 1.536 1.953
C -0.058 4.244 0.619
```

These are the Mulliken partial charges, in e, on atoms 1 to 6: atom 1 (H): 0.479, atom 2 (H): 0.296, atom 3 (H): 0.503, atom 4 (C): 0.473, atom 5 (C): 0.270, atom 6 (H): 0.334



[8]
DFT (ωB97M-V/def2-TZVPD) results for a structure of composition C18H27BBr18N2.

The orbital gap is 4.8338 eV. Its spin multiplicity is 1. Its net charge is 0.

XYZ file:
```
66
C18H27BBr18N2 (ωB97M-V/def2-TZVPD)
Br 6.033 6.642 0.981
Br -7.040 -3.836 1.791
H 1.998 -0.227 -2.718
C 2.755 -1.308 -0.262
Br 6.942 -2.193 -1.205
Br -5.417 -1.123 1.168
H 3.747 -3.198 -0.842
H 5.806 3.126 -0.268
H 4.124 -2.480 1.025
H -0.670 0.526 0.531
H 5.003 1.887 -2.170
H 6.258 0.477 -1.886
H 1.635 1.766 -0.430
H -2.706 1.379 -2.901
H -6.046 -5.317 6.878
C 2.500 0.671 -2.189
Br 8.215 5.557 -1.113
H -10.152 1.996 2.670
H 9.040 -1.176 -2.069
H -2.979 0.902 1.660
H -5.716 0.929 0.721
C -3.525 -2.952 -3.036
Br -3.924 -1.061 -2.810
Br -6.077 -6.631 4.767
H -6.755 -1.780 3.165
Br -3.026 -3.375 -4.865
Br -9.442 2.679 0.387
C -4.785 1.027 0.085
Br 9.973 -3.246 -1.055
C -9.211 1.875 2.137
H -0.746 2.283 -0.071
H 0.022 -0.252 -1.824
N 4.643 0.594 -0.390
H 7.368 2.647 -1.208
Br -4.617 -2.933 3.707
H 4.493 1.188 0.434
C -3.176 1.269 -1.865
Br -7.848 2.784 3.174
C -6.056 -2.340 2.545
C -0.983 1.184 -0.349
H -4.441 -3.500 -2.821
Br -8.869 -0.030 2.013
H 6.884 1.768 0.395
H 3.102 1.209 -2.993
B 3.372 0.047 -0.965
H 1.653 -1.285 0.035
C 1.357 1.613 -1.528
C 3.612 -2.435 -0.002
C -0.096 0.887 -1.675
C 8.683 -2.205 -2.061
H 8.516 6.757 1.044
Br 8.190 4.447 1.905
H -5.559 1.306 -2.172
Br -7.768 -7.009 7.473
C 7.834 5.962 0.746
C 5.533 1.233 -1.402
H -0.562 1.365 -2.619
C -6.865 -5.750 6.306
Br 8.573 -2.782 -3.909
N -2.460 1.153 -0.614
C -4.667 1.216 -1.466
Br -8.030 -4.288 5.786
C -3.293 1.011 0.574
C 6.502 2.250 -0.568
H 1.334 2.657 -2.016
Br -2.190 -3.558 -1.767
```

These are the Mulliken partial charges, in e, on atoms 1 to 6: atom 1 (Br): -0.010, atom 2 (Br): -0.029, atom 3 (H): 0.257, atom 4 (C): -0.510, atom 5 (Br): 0.046, atom 6 (Br): 0.205